Molecular formula: C72H176N10O24
Method: DFT, wB97M-V/def2-TZVPD

Each atom is followed by the atoms it is bonded to, with distances in Å.
Geometry (Å):
1 C -4.6158 0.6246 2.7416  O2 1.391, H10 1.129, H11 1.159, H12 1.087
2 O -4.5587 -0.6986 2.3152  C1 1.391, C3 1.404
3 C -3.9452 -1.5518 3.2466  O2 1.404, C4 1.590, H13 1.084, H14 1.054
4 C -3.9255 -3.0009 2.5930  C3 1.590, N5 1.462, H15 1.075, H16 1.118
5 N -3.0906 -3.0345 1.3932  C4 1.462, C6 1.415, H17 1.034
6 C -3.7282 -2.8491 0.1434  N5 1.415, C7 1.543, H18 1.154, H19 1.102
7 C -2.8030 -3.2950 -1.0080  C6 1.543, O8 1.414, H20 1.110, H21 1.093
8 O -2.4534 -4.6638 -0.9555  C7 1.414, C9 1.395
9 C -3.4716 -5.6174 -0.9804  O8 1.395, H22 1.140, H23 1.087, H24 1.088
10 H -3.5861 0.9846 3.0326  C1 1.129
11 H -5.2798 0.7313 3.6854  C1 1.159
12 H -5.1803 1.1360 1.9666  C1 1.087
13 H -4.5204 -1.6095 4.1631  C3 1.084
14 H -2.9525 -1.2348 3.4070  C3 1.054
15 H -4.9294 -3.2897 2.3383  C4 1.075
16 H -3.5183 -3.7364 3.3299  C4 1.118
17 H -2.5768 -3.9275 1.4849  N5 1.034
18 H -4.0926 -1.7696 -0.0375  C6 1.154
19 H -4.6739 -3.3907 -0.0210  C6 1.102
20 H -1.8366 -2.7643 -0.8826  C7 1.110
21 H -3.0008 -3.0125 -2.0453  C7 1.093
22 H -3.7311 -5.8475 0.1056  C9 1.140
23 H -3.1378 -6.5856 -1.3453  C9 1.087
24 H -4.3165 -5.3312 -1.6034  C9 1.088
25 C -0.7740 0.5061 4.6319  O26 1.396, H34 1.048, H35 1.127, H36 1.098
26 O -1.4691 0.1659 5.7938  C25 1.396, C27 1.408
27 C -0.6880 -0.6549 6.6304  O26 1.408, C28 1.512, H37 1.125, H38 1.103
28 C -1.5238 -1.2435 7.7441  C27 1.512, N29 1.476, H39 1.099, H40 1.067
29 N -2.4579 -2.2372 7.1801  C28 1.476, C30 1.505, H41 1.022
30 C -3.4991 -2.8309 8.0908  N29 1.505, C31 1.480, H42 1.123, H43 1.053
31 C -3.1442 -4.1581 8.6404  C30 1.480, O32 1.478, H44 1.165, H45 1.088
32 O -3.4155 -5.1917 7.6195  C31 1.478, C33 1.385
33 C -3.7116 -6.4224 8.1806  O32 1.385, H46 1.093, H47 1.136, H48 1.146
34 H -1.3637 1.2954 4.2735  C25 1.048
35 H -0.7394 -0.4232 3.9949  C25 1.127
36 H 0.2372 0.8637 4.8682  C25 1.098
37 H 0.1924 -0.0977 7.0545  C27 1.125
38 H -0.2968 -1.4947 6.0324  C27 1.103
39 H -2.0286 -0.4441 8.3037  C28 1.099
40 H -0.8971 -1.7293 8.4578  C28 1.067
41 H -3.0683 -1.7979 6.4874  N29 1.022
42 H -4.3973 -2.9619 7.4300  C30 1.123
43 H -3.7372 -2.0790 8.7879  C30 1.053
44 H -3.7651 -4.4918 9.5676  C31 1.165
45 H -2.0647 -4.2138 8.7637  C31 1.088
46 H -2.9511 -6.7211 8.9064  C33 1.093
47 H -3.6939 -7.1542 7.3125  C33 1.136
48 H -4.6590 -6.4188 8.8249  C33 1.146
49 C 4.0417 2.1186 4.9974  O50 1.366, H58 1.106, H59 1.109, H60 1.087
50 O 4.7734 2.3189 3.8618  C49 1.366, C51 1.463
51 C 5.2758 3.6856 3.7234  O50 1.463, C52 1.481, H61 1.086, H62 1.144
52 C 5.8567 3.7677 2.3631  C51 1.481, N53 1.505, H63 1.084, H64 1.094
53 N 7.2123 3.1148 2.3564  C52 1.505, C54 1.458, H65 1.049
54 C 8.0288 3.4029 1.1831  N53 1.458, C55 1.464, H66 1.110, H67 1.101
55 C 8.9610 4.4962 1.4635  C54 1.464, O56 1.394, H68 1.075, H69 1.105
56 O 9.4802 4.8704 0.2252  C55 1.394, C57 1.436
57 C 10.1844 6.1214 0.2729  O56 1.436, H70 1.127, H71 1.110, H72 1.120
58 H 3.1007 2.6982 5.0382  C49 1.106
59 H 4.6065 2.3712 5.9177  C49 1.109
60 H 3.8041 1.0604 5.0733  C49 1.087
61 H 6.0571 3.7980 4.4689  C51 1.086
62 H 4.3454 4.3381 3.8537  C51 1.144
63 H 5.8378 4.8008 2.0340  C52 1.084
64 H 5.2778 3.1852 1.6408  C52 1.094
65 H 6.9426 2.1009 2.3561  N53 1.049
66 H 7.4398 3.7745 0.3188  C54 1.110
67 H 8.6491 2.5449 0.8806  C54 1.101
68 H 9.8040 4.1545 2.0372  C55 1.075
69 H 8.3376 5.2988 1.8973  C55 1.105
70 H 10.3355 6.5350 -0.7650  C57 1.127
71 H 11.2076 5.9855 0.6809  C57 1.110
72 H 9.7245 6.8078 1.0289  C57 1.120
73 C 3.4611 1.4319 -8.2317  O74 1.414, H82 1.102, H83 1.095, H84 1.054
74 O 4.2042 0.3536 -7.6993  C73 1.414, C75 1.463
75 C 3.3048 -0.4821 -6.9038  O74 1.463, C76 1.527, H85 1.104, H86 1.138
76 C 3.9940 -1.6901 -6.2741  C75 1.527, N77 1.417, H87 1.113, H88 1.105
77 N 3.1688 -2.1953 -5.2387  C76 1.417, C78 1.393, H89 1.006
78 C 3.1165 -3.5636 -4.9835  N77 1.393, C79 1.458, H90 1.127, H91 1.140
79 C 1.8246 -4.1962 -4.7478  C78 1.458, O80 1.389, H92 1.096, H93 1.079
80 O 1.2810 -3.7306 -3.5578  C79 1.389, C81 1.364
81 C 0.1013 -4.2995 -3.1770  O80 1.364, H94 1.102, H95 1.080, H96 1.100
82 H 2.5330 1.1069 -8.7298  C73 1.102
83 H 4.0635 1.8727 -9.0328  C73 1.095
84 H 3.1270 2.1064 -7.4944  C73 1.054
85 H 2.4857 -0.8270 -7.5586  C75 1.104
86 H 2.9129 0.0890 -6.0015  C75 1.138
87 H 4.9882 -1.2592 -6.0204  C76 1.113
88 H 4.2120 -2.5515 -6.9304  C76 1.105
89 H 3.2614 -1.6540 -4.3957  N77 1.006
90 H 3.7385 -3.7376 -4.0600  C78 1.127
91 H 3.5786 -4.1046 -5.8748  C78 1.140
92 H 1.9680 -5.2827 -4.7690  C79 1.096
93 H 1.1108 -3.9613 -5.5216  C79 1.079
94 H -0.7191 -4.1529 -3.8988  C81 1.102
95 H -0.2815 -3.9237 -2.2402  C81 1.080
96 H 0.1771 -5.3968 -3.1885  C81 1.100
97 C 3.0774 -5.6895 -0.5155  O98 1.420, H106 1.117, H107 1.078, H108 1.100
98 O 4.0785 -4.7260 -0.2244  C97 1.420, C99 1.450
99 C 3.7368 -3.3672 -0.5967  O98 1.450, C100 1.505, H109 1.119, H110 1.095
100 C 4.8810 -2.4096 -0.4032  C99 1.505, N101 1.433, H111 1.114, H112 1.080
101 N 5.0861 -2.0293 0.9627  C100 1.433, C102 1.443, H113 1.022
102 C 6.0229 -0.9375 1.0756  N101 1.443, C103 1.489, H114 1.070, H115 1.043
103 C 6.1464 -0.5625 2.5112  C102 1.489, O104 1.435, H116 1.094, H117 1.096
104 O 7.3853 0.1347 2.7100  C103 1.435, C105 1.383
105 C 7.7265 0.4701 4.0078  O104 1.383, H118 1.100, H119 1.159, H120 1.109
106 H 2.2025 -5.5501 0.1645  C97 1.117
107 H 3.5201 -6.6706 -0.4506  C97 1.078
108 H 2.6467 -5.4632 -1.5017  C97 1.100
109 H 2.8466 -2.9984 -0.0271  C99 1.119
110 H 3.5014 -3.4189 -1.6650  C99 1.095
111 H 4.4992 -1.5166 -0.9497  C100 1.114
112 H 5.8137 -2.7884 -0.7932  C100 1.080
113 H 5.4877 -2.8484 1.4239  N101 1.022
114 H 5.5431 -0.1451 0.5394  C102 1.070
115 H 6.9696 -1.1072 0.6732  C102 1.043
116 H 6.1511 -1.4707 3.1218  C103 1.094
117 H 5.4577 0.1811 2.9279  C103 1.096
118 H 7.0082 1.1382 4.5056  C105 1.100
119 H 8.7169 1.0674 3.9275  C105 1.159
120 H 7.9546 -0.4075 4.6458  C105 1.109
121 C -0.6997 -5.5134 3.3342  O122 1.352, H130 1.104, H131 1.094, H132 1.101
122 O 0.3352 -4.6818 3.0795  C121 1.352, C123 1.429
123 C 0.0078 -3.3022 3.2553  O122 1.429, C124 1.514, H133 1.068, H134 1.107
124 C 1.2848 -2.4914 3.1949  C123 1.514, N125 1.483, H135 1.122, H136 1.080
125 N 2.0911 -2.7960 4.4014  C124 1.483, C126 1.484, H137 0.997
126 C 3.4375 -2.1713 4.3872  N125 1.484, C127 1.489, H138 1.151, H139 1.135
127 C 4.1320 -2.5744 5.6414  C126 1.489, O128 1.424, H140 1.092, H141 1.110
128 O 4.2738 -3.9912 5.6638  C127 1.424, C129 1.411
129 C 4.7497 -4.3823 6.9332  O128 1.411, H142 1.070, H143 1.073, H144 1.077
130 H -1.0443 -5.3331 4.3670  C121 1.104
131 H -0.3732 -6.5525 3.2263  C121 1.094
132 H -1.5558 -5.4090 2.6505  C121 1.101
133 H -0.4353 -3.1871 4.2201  C123 1.068
134 H -0.6832 -2.9233 2.4784  C123 1.107
135 H 1.0001 -1.4078 3.1339  C124 1.122
136 H 1.8161 -2.7006 2.2782  C124 1.080
137 H 2.2955 -3.7658 4.2895  N125 0.997
138 H 3.2797 -1.0318 4.3549  C126 1.151
139 H 4.0739 -2.3734 3.4698  C126 1.135
140 H 3.5612 -2.1846 6.4867  C127 1.092
141 H 5.1299 -2.0877 5.6517  C127 1.110
142 H 5.6944 -3.8898 7.0279  C129 1.070
143 H 4.7493 -5.4518 6.8466  C129 1.073
144 H 4.0390 -4.0358 7.6647  C129 1.077
145 C -10.7511 -4.5228 -2.1616  O146 1.427, H154 1.100, H155 1.117, H156 1.084
146 O -9.3412 -4.7137 -2.2741  C145 1.427, C147 1.451
147 C -8.7554 -3.9287 -1.2035  O146 1.451, C148 1.542, H157 1.090, H158 1.124
148 C -7.2264 -4.1194 -1.2591  C147 1.542, N149 1.403, H159 1.062, H160 1.127
149 N -6.5075 -3.6456 -2.3665  C148 1.403, C150 1.444, H161 1.027
150 C -6.6373 -4.3146 -3.6391  N149 1.444, C151 1.534, H162 1.069, H163 1.087
151 C -5.6765 -3.7223 -4.6783  C150 1.534, O152 1.434, H164 1.096, H165 1.178
152 O -6.2384 -2.5352 -5.2537  C151 1.434, C153 1.417
153 C -5.4242 -2.0791 -6.3193  O152 1.417, H166 1.096, H167 1.126, H168 1.122
154 H -11.1094 -3.5145 -2.4155  C145 1.100
155 H -11.0223 -4.7202 -1.0959  C145 1.117
156 H -11.2280 -5.1534 -2.9029  C145 1.084
157 H -9.2266 -4.2584 -0.2781  C147 1.090
158 H -9.0487 -2.8492 -1.3165  C147 1.124
159 H -7.1127 -5.1671 -1.1247  C148 1.062
160 H -6.6562 -3.8297 -0.3308  C148 1.127
161 H -6.4403 -2.6283 -2.4866  N149 1.027
162 H -7.6077 -4.2320 -4.0797  C150 1.069
163 H -6.4599 -5.3790 -3.5127  C150 1.087
164 H -5.5754 -4.4841 -5.4592  C151 1.096
165 H -4.6133 -3.5212 -4.2116  C151 1.178
166 H -5.8413 -1.1215 -6.6518  C153 1.096
167 H -5.4531 -2.8583 -7.1312  C153 1.126
168 H -4.3633 -1.9461 -5.9775  C153 1.122
169 C 2.8973 0.8600 1.6026  O170 1.405, H178 1.102, H179 1.087, H180 1.076
170 O 1.5055 0.9887 1.7403  C169 1.405, C171 1.355
171 C 0.8588 0.6565 0.5965  O170 1.355, C172 1.424, H181 1.124, H182 1.090
172 C -0.4569 0.1741 0.8502  C171 1.424, N173 1.454, H183 1.071, H184 1.081
173 N -1.2837 0.0652 -0.3408  C172 1.454, C174 1.516, H185 1.041
174 C -1.9565 1.3721 -0.7132  N173 1.516, C175 1.496, H186 1.049, H187 1.043
175 C -2.6045 1.2729 -2.0580  C174 1.496, O176 1.429, H188 1.124, H189 1.153
176 O -3.5463 0.1988 -2.0814  C175 1.429, C177 1.389
177 C -3.8303 -0.3516 -3.3250  O176 1.389, H190 1.053, H191 1.131, H192 1.095
178 H 3.1930 1.2199 0.6043  C169 1.102
179 H 3.2439 -0.1653 1.7077  C169 1.087
180 H 3.2680 1.4431 2.4276  C169 1.076
181 H 1.3832 -0.1287 -0.0142  C171 1.124
182 H 0.8062 1.4810 -0.1139  C171 1.090
183 H -0.9719 0.6953 1.6308  C172 1.071
184 H -0.4601 -0.8412 1.2211  C172 1.081
185 H -2.0652 -0.5893 -0.1285  N173 1.041
186 H -1.3420 2.2222 -0.6914  C174 1.049
187 H -2.6497 1.5221 0.0521  C174 1.043
188 H -1.8917 1.1095 -2.9117  C175 1.124
189 H -3.1041 2.2945 -2.2476  C175 1.153
190 H -2.9351 -0.3540 -3.8799  C177 1.053
191 H -4.5043 0.3468 -3.9065  C177 1.131
192 H -4.2338 -1.3644 -3.2275  C177 1.095
193 C 1.2716 -0.0097 -2.9361  C194 1.505, O196 1.422, H197 1.097, H198 1.082
194 C 0.1359 -0.7190 -3.6227  C193 1.505, O195 1.442, H199 1.082, H200 1.136
195 O -0.6284 -1.5166 -2.6955  C194 1.442, H201 0.979
196 O 2.1906 -0.9712 -2.4327  C193 1.422, H202 0.935
197 H 0.8742 0.6348 -2.1417  C193 1.097
198 H 1.8126 0.6452 -3.6068  C193 1.082
199 H 0.4638 -1.4628 -4.3370  C194 1.082
200 H -0.6043 0.0135 -4.0774  C194 1.136
201 H -0.7049 -1.0561 -1.8353  O195 0.979
202 H 1.6255 -1.7056 -2.3078  O196 0.935
203 C -0.2369 4.1065 2.1843  C204 1.538, O206 1.415, H207 1.050, H208 1.097
204 C -0.8756 4.1102 3.5835  C203 1.538, O205 1.461, H209 1.080, H210 1.108
205 O -2.2113 3.5453 3.4068  C204 1.461, H211 0.967
206 O -1.1104 4.7605 1.2840  C203 1.415, H212 0.962
207 H 0.0954 3.1683 1.8510  C203 1.050
208 H 0.5844 4.8320 2.2229  C203 1.097
209 H -1.0044 5.1568 3.8159  C204 1.080
210 H -0.2223 3.5986 4.3178  C204 1.108
211 H -2.7080 3.5573 4.2370  O205 0.967
212 H -1.9776 4.7709 1.7006  O206 0.962
213 C -1.5203 5.2832 -2.0897  C214 1.511, O216 1.404, H217 1.103, H218 1.097
214 C -0.2489 4.6621 -2.6198  C213 1.511, O215 1.388, H219 1.149, H220 1.119
215 O 0.4447 3.9031 -1.6870  C214 1.388, H221 0.965
216 O -1.2541 6.2977 -1.1570  C213 1.404, H222 0.970
217 H -2.1130 4.4951 -1.5962  C213 1.103
218 H -2.0411 5.6119 -2.9970  C213 1.097
219 H 0.4847 5.3313 -3.1979  C214 1.149
220 H -0.6726 3.9817 -3.4000  C214 1.119
221 H 0.6263 4.4908 -0.9432  O215 0.965
222 H -1.4893 5.9879 -0.2682  O216 0.970
223 C -7.3854 3.2090 0.5005  C224 1.582, H234 1.090, H235 1.069, H236 1.063
224 C -7.2245 2.6320 -0.9643  C223 1.582, C225 1.502, N229 1.448, C233 1.552
225 C -8.5814 2.5506 -1.6040  C224 1.502, C226 1.488, H237 1.121, H238 1.108
226 C -9.2541 3.8485 -1.8829  C225 1.488, C227 1.514, H239 1.092, H240 1.132
227 C -8.3696 4.6913 -2.7775  C226 1.514, C228 1.553, H241 1.103, H242 1.090
228 C -6.8952 4.8292 -2.3111  C227 1.553, N229 1.481, C231 1.570, C232 1.570
229 N -6.4344 3.5215 -1.7894  C224 1.448, C228 1.481, O230 1.425
230 O -5.0931 3.6578 -1.3279  N229 1.425, H252 0.992
231 C -5.9131 5.1376 -3.4968  C228 1.570, H243 1.071, H244 1.098, H245 1.125
232 C -6.7293 6.0768 -1.3727  C228 1.570, H246 1.097, H247 1.092, H248 1.059
233 C -6.5729 1.2243 -1.0174  C224 1.552, H249 1.097, H250 1.087, H251 1.080
234 H -6.4257 3.4609 0.9513  C223 1.090
235 H -7.8715 2.5181 1.1557  C223 1.069
236 H -7.9505 4.1066 0.4237  C223 1.063
237 H -8.4348 1.9808 -2.5584  C225 1.121
238 H -9.1745 1.9127 -0.9188  C225 1.108
239 H -9.4800 4.4035 -0.9695  C226 1.092
240 H -10.2549 3.7048 -2.3915  C226 1.132
241 H -8.7824 5.7032 -2.9294  C227 1.103
242 H -8.3368 4.1975 -3.7483  C227 1.090
243 H -6.0996 6.0766 -3.9781  C231 1.071
244 H -4.8703 5.1367 -3.1520  C231 1.098
245 H -6.0120 4.3874 -4.3288  C231 1.125
246 H -7.4044 6.1900 -0.5158  C232 1.097
247 H -5.6899 6.0345 -1.0395  C232 1.092
248 H -6.9171 6.9222 -1.9828  C232 1.059
249 H -5.4968 1.2116 -0.8038  C233 1.097
250 H -6.6656 0.8331 -2.0273  C233 1.087
251 H -7.0387 0.6144 -0.2570  C233 1.080
252 H -5.0680 3.8699 -0.3595  O230 0.992
253 C 6.4178 5.2623 -4.0537  C254 1.541, H264 1.082, H265 1.119, H266 1.081
254 C 5.4396 4.2290 -3.4622  C253 1.541, C255 1.538, N259 1.463, C263 1.588
255 C 4.5133 3.7991 -4.6123  C254 1.538, C256 1.505, H267 1.072, H268 1.102
256 C 3.7548 2.5340 -4.3146  C255 1.505, C257 1.507, H269 1.114, H270 1.070
257 C 4.7681 1.4709 -3.9786  C256 1.507, C258 1.565, H271 1.094, H272 1.103
258 C 5.7023 1.7944 -2.7648  C257 1.565, N259 1.453, C261 1.520, C262 1.569
259 N 6.2772 3.0863 -3.0987  C254 1.463, C258 1.453, O260 1.469
260 O 7.0722 3.4928 -1.9317  N259 1.469, H282 0.956
261 C 4.8080 1.8393 -1.5366  C258 1.520, H273 1.067, H274 1.080, H275 1.119
262 C 6.9058 0.7930 -2.6626  C258 1.569, H276 1.077, H277 1.066, H278 1.112
263 C 4.6487 4.8977 -2.2585  C254 1.588, H279 1.072, H280 1.110, H281 1.088
264 H 5.8816 6.1110 -4.4568  C253 1.082
265 H 7.1504 4.9270 -4.8308  C253 1.119
266 H 7.0326 5.6592 -3.2577  C253 1.081
267 H 3.9561 4.6533 -4.9437  C255 1.072
268 H 5.2180 3.6270 -5.4424  C255 1.102
269 H 3.0499 2.1745 -5.0995  C256 1.114
270 H 2.9941 2.6349 -3.5692  C256 1.070
271 H 5.4329 1.3175 -4.8338  C257 1.094
272 H 4.1944 0.5436 -3.8118  C257 1.103
273 H 5.3213 2.1646 -0.6596  C261 1.067
274 H 3.9915 2.5337 -1.6677  C261 1.080
275 H 4.3604 0.8402 -1.3030  C261 1.119
276 H 7.6472 1.2042 -3.3263  C262 1.077
277 H 7.3101 0.6003 -1.6954  C262 1.066
278 H 6.6737 -0.1920 -3.1227  C262 1.112
279 H 3.6158 4.6317 -2.3702  C263 1.072
280 H 4.6672 6.0029 -2.3635  C263 1.110
281 H 4.9965 4.6238 -1.2651  C263 1.088
282 H 7.9597 3.4342 -2.2807  O260 0.956

## Properties
Total charge = 0
HOMO-LUMO gap = 8.455 eV

Atomic partial charges in e from the Löwdin method, atoms 1 to 8: -0.114, -0.206, -0.193, -0.151, -0.054, -0.227, -0.201, -0.203